1.
Formula: C2H3Br2OP
Source: the OMol25 dataset
Level of theory: ωB97M-V/def2-TZVPD

The LUMO energy is -1.94 eV. The value obtained for the frontier orbital gap is 0.257 Ha. The energy relative to the best compared isomer or geometry (same formula, charge and spin) comes out at 118.70 kcal per mole. The HOMO energy comes out at -8.94 eV.

Structure (XYZ):
```
9
C2H3Br2OP (ωB97M-V/def2-TZVPD)
C -0.268 -1.877 -1.174
C 1.783 -1.055 0.209
O -1.145 0.103 0.367
P -0.768 -1.283 0.407
Br 3.305 -1.796 -0.589
Br 1.707 0.867 0.422
H -0.158 -1.093 -1.817
H 0.026 -2.964 -1.308
H 1.505 -1.615 1.200
```

2.
Formula: C2H3Br2OP
Source: the OMol25 dataset
Level of theory: ωB97M-V/def2-TZVPD

The LUMO energy (alpha / beta) is -0.15 / -3.01 eV. The expectation value of S² is 2.018. The value obtained for the frontier orbital gap (alpha / beta) is 0.265 / 0.241 Ha. As for the spin multiplicity: 3. The energy relative to the best compared isomer or geometry (same formula, charge and spin) comes out at 52.82 kcal per mole. The HOMO energy (alpha / beta) comes out at -7.36 / -9.57 eV.

Structure (XYZ):
```
9
C2H3Br2OP (ωB97M-V/def2-TZVPD)
C 1.293 0.212 1.689
C -1.242 -0.027 -1.114
O 1.603 0.282 -0.990
P 0.668 -0.018 0.075
Br -2.384 -1.303 -0.153
Br -2.129 1.650 -1.330
H 2.237 0.003 1.466
H 0.765 -0.289 2.452
H -0.811 -0.510 -2.094
```

3.
Formula: C2H3BrCl2O
Source: the OMol25 dataset
Level of theory: ωB97M-V/def2-TZVPD

The LUMO energy is 0.38 eV. Its SMILES is OC(Cl)(Cl)CBr. The value obtained for the frontier orbital gap is 0.405 Ha. The energy relative to the best compared isomer or geometry (same formula, charge and spin) comes out at 4.35 kcal per mole. The HOMO energy comes out at -10.63 eV.

Structure (XYZ):
```
9
C2H3BrCl2O (ωB97M-V/def2-TZVPD)
C -0.501 0.157 -0.664
C 0.336 -0.756 0.194
O 0.363 -0.486 1.504
Cl 2.084 -0.235 -0.407
Cl 0.122 -2.478 -0.061
Br -2.421 -0.207 -0.082
H -0.273 -0.247 -1.727
H -0.223 1.149 -0.267
H 0.282 -1.258 2.102
```

4.
Formula: C2H3BrClFIN
Source: the OMol25 dataset
Level of theory: ωB97M-V/def2-TZVPD

The LUMO energy is -0.48 eV. The value obtained for the frontier orbital gap is 0.337 Ha. The energy relative to the best compared isomer or geometry (same formula, charge and spin) comes out at 9.70 kcal per mole. The HOMO energy comes out at -9.64 eV.

Structure (XYZ):
```
10
C2H3BrClFIN (ωB97M-V/def2-TZVPD)
C -0.127 -1.573 -0.302
C 0.735 0.705 -0.598
N -0.095 -0.154 -0.662
F -1.625 1.661 1.778
Cl 1.424 -2.435 0.165
Br 2.619 0.616 0.096
I 0.407 2.773 -1.154
H -0.695 -1.783 0.502
H -0.504 -2.059 -1.181
H -2.139 2.249 1.357
```